C36H29N5OsS5 as an isolated structure in a non-equilibrium geometry. Source: the OMol25 dataset; level of theory: wB97M-V/def2-TZVPD.

The geometry in XYZ format:
```
76
C36H29N5OsS5 | the OMol25 dataset | wB97M-V/def2-TZVPD
Os 0.723 0.382 -0.320
C -0.258 1.896 -5.404
C 0.342 2.663 -4.376
C 0.134 2.319 -3.072
C -0.716 1.273 -2.735
C -1.435 0.562 -3.744
C -1.216 0.939 -5.101
N -0.831 0.936 -1.338
C -2.095 0.841 -0.701
C -3.399 1.001 -1.219
C -4.591 0.953 -0.415
C -4.473 0.618 0.952
C -3.230 0.337 1.505
C -2.032 0.499 0.703
N -0.801 0.404 1.174
N -0.380 0.217 2.470
C 1.018 -0.025 2.650
C 1.580 -0.223 3.905
C 2.958 -0.447 3.982
C 3.716 -0.539 2.765
C 3.119 -0.191 1.595
N 1.766 0.027 1.536
H -0.028 1.904 -6.474
H 0.983 3.446 -4.634
H 0.629 2.820 -2.237
H -2.074 -0.312 -3.453
H -1.803 0.527 -5.905
H -3.494 1.131 -2.289
H -5.522 1.047 -0.989
H -5.395 0.429 1.534
H -3.256 -0.108 2.517
H 0.890 -0.129 4.734
H 3.453 -0.488 4.962
H 4.763 -0.838 2.827
H 3.600 -0.178 0.638
N 8.809 1.818 -5.636
C 7.757 1.679 -5.113
C 6.585 1.439 -4.360
C 5.348 1.303 -4.988
C 4.225 1.135 -4.257
C 4.289 0.983 -2.833
C 5.514 1.345 -2.188
C 6.650 1.514 -2.969
C 3.145 0.647 -2.161
C 2.183 0.367 -1.425
H 5.261 1.320 -6.052
H 3.215 1.045 -4.721
H 5.527 1.428 -1.104
H 7.607 1.542 -2.480
C -3.876 -3.473 -1.228
S -2.260 -3.865 -0.596
C -1.235 -3.418 -1.883
C -0.038 -2.675 -1.762
S 0.434 -2.005 -0.305
S 0.695 -2.156 -3.224
C -0.405 -2.950 -4.300
S -0.369 -2.907 -5.919
S -1.642 -3.841 -3.532
H -4.511 -4.320 -1.020
H -3.864 -3.153 -2.280
H -4.202 -2.586 -0.637
C -2.825 1.126 6.619
C -2.435 -0.204 5.938
C -3.640 -1.125 5.513
C -1.436 -0.956 6.863
C -1.811 0.137 4.597
C -1.148 0.267 3.564
H -3.353 0.863 7.578
H -3.470 1.731 5.934
H -1.921 1.751 6.951
H -4.270 -1.286 6.338
H -3.326 -2.054 5.044
H -4.193 -0.615 4.710
H -1.848 -1.251 7.804
H -0.592 -0.353 7.058
H -1.221 -1.937 6.416
```

The orbital gap (spin up / spin down) comes out at 5.646 / 4.819 eV. The calculation puts the HOMO energy (spin up / spin down) at -6.09 / -6.96 eV. The LUMO energy (spin up / spin down) comes out at -0.44 / -2.14 eV. As for the multiplicity: 5. The expectation value of S² is 6.09.

=====

C36H29N6O5PPd as an isolated structure in a non-equilibrium geometry. Source: the OMol25 dataset; level of theory: wB97M-V/def2-TZVPD.

The geometry in XYZ format:
```
78
C36H29N6O5PPd | the OMol25 dataset | wB97M-V/def2-TZVPD
Pd -0.315 -2.579 2.939
O -0.393 -5.464 5.663
C -0.720 -4.389 5.153
N 0.199 -3.396 4.812
C 0.628 -2.493 5.867
O 0.744 -2.782 7.062
C 0.543 -1.080 5.381
C 1.104 0.011 6.118
C 1.359 1.254 5.487
C 0.814 1.410 4.179
C 0.179 0.369 3.509
N 0.099 -0.846 4.131
C -2.083 -4.260 4.633
C -2.824 -5.423 4.504
C -4.061 -5.368 3.935
C -4.661 -4.143 3.662
C -3.906 -3.011 3.849
N -2.580 -3.113 4.106
H 1.396 -0.229 7.173
H 1.852 2.043 6.050
H 0.826 2.443 3.706
H -0.209 0.490 2.468
H -2.476 -6.302 5.041
H -4.694 -6.215 3.738
H -5.637 -4.122 3.205
H -4.286 -1.998 3.547
O 1.803 3.883 0.409
C 1.944 3.834 -0.830
O 1.167 2.880 -1.601
C 2.563 4.854 -1.711
C 3.517 5.807 -1.265
C 4.086 6.608 -2.220
C 3.835 6.429 -3.598
C 2.910 5.474 -4.059
C 2.243 4.735 -3.041
P 0.923 3.444 -3.171
C 1.249 2.096 -4.263
C 1.467 0.764 -3.788
C 1.979 -0.193 -4.602
C 1.979 0.070 -6.008
C 1.476 1.254 -6.507
C 1.229 2.372 -5.620
C -0.755 4.084 -3.247
C -1.288 4.569 -2.053
C -2.505 5.252 -2.064
C -3.276 5.354 -3.175
C -2.806 4.868 -4.396
C -1.559 4.206 -4.453
H 3.818 5.818 -0.235
H 4.704 7.442 -1.960
H 4.430 7.112 -4.284
H 2.590 5.466 -5.091
H 1.337 0.689 -2.708
H 2.192 -1.196 -4.217
H 2.472 -0.605 -6.744
H 1.335 1.346 -7.559
H 0.946 3.329 -6.043
H -0.783 4.439 -1.072
H -2.857 5.578 -1.124
H -4.269 5.839 -3.034
H -3.421 4.939 -5.282
H -1.291 3.748 -5.420
C -1.325 -3.569 -1.606
N -0.615 -4.215 -0.472
C -0.284 -5.560 -0.495
C 0.468 -6.098 0.502
C 0.497 -5.483 1.806
N 0.011 -4.208 1.765
C -0.540 -3.559 0.710
O -0.903 -2.328 0.821
N 1.017 -6.049 2.911
H -1.144 -2.480 -1.532
H -2.409 -3.832 -1.497
H -0.990 -3.925 -2.552
H -0.625 -6.187 -1.314
H 0.993 -7.029 0.402
H 1.057 -7.080 2.857
H 0.515 -5.791 3.813
```

The orbital gap (spin up / spin down) comes out at 4.046 / 5.741 eV. The calculation puts the HOMO energy (spin up / spin down) at -9.40 / -12.89 eV. The LUMO energy (spin up / spin down) comes out at -5.35 / -7.15 eV. As for the multiplicity: 5. The net charge is +2. The expectation value of S² is 6.04.